Entry A
The following is a DFT calculation (wB97M-V/def2-TZVPD) of a 2-piece molecular cluster, C2H8NOS overall.

Kohn-Sham gap (eV): 6.76
HOMO energy (eV): -2.71
LUMO level (eV): 4.05
Molecular weight (g mol⁻¹): 94.2

ORCA input file:
```
! wB97M-V def2-TZVPD RIJCOSX def2/J DEFGRID3
* xyz -1 1
C 2.309 1.637 0.220
S 1.211 0.710 1.324
H 1.778 1.903 -0.696
H 2.679 2.597 0.586
H 3.191 1.092 -0.125
N -1.626 -0.113 0.081
C -1.704 -1.472 -0.352
O -0.429 -1.960 -0.690
H -2.392 0.196 0.637
H -0.745 0.412 0.233
H -2.157 -2.126 0.418
H -2.330 -1.569 -1.259
H 0.216 -1.307 -0.375
*
```

And the Löwdin charges, in e, turn out to be: -0.726, 0.158, -0.020, -0.020, -0.019, -0.032, -0.409, -0.099, 0.039, -0.077, 0.096, 0.089, 0.019

Entry B
The following is a DFT calculation (wB97M-V/def2-TZVPD) of a 2-piece molecular cluster, C2H8NOS overall.

Kohn-Sham gap (eV): 7.11
HOMO energy (eV): -2.79
LUMO level (eV): 4.32
Molecular weight (g mol⁻¹): 94.2

ORCA input file:
```
! wB97M-V def2-TZVPD RIJCOSX def2/J DEFGRID3
* xyz -1 1
C -0.839 -2.450 -0.013
S -1.704 -0.679 0.145
H 0.021 -2.370 -0.621
H -1.657 -2.853 -0.620
H -0.662 -3.044 0.885
N 1.399 1.160 0.751
C 0.822 1.603 -0.573
O -0.496 2.028 -0.366
H 1.208 1.930 1.476
H 0.872 0.255 0.995
H 0.577 0.784 -1.212
H 1.536 2.256 -0.904
H -1.077 1.381 0.056
*
```

And the Löwdin charges, in e, turn out to be: -0.549, 0.123, -0.046, -0.052, -0.016, -0.047, -0.372, -0.188, 0.076, 0.037, 0.075, 0.062, -0.103

Entry C
The following is a DFT calculation (wB97M-V/def2-TZVPD) of a 2-piece molecular cluster, C2H8NOS overall.

Kohn-Sham gap (eV): 6.94
HOMO energy (eV): -2.78
LUMO level (eV): 4.15
Molecular weight (g mol⁻¹): 94.2

ORCA input file:
```
! wB97M-V def2-TZVPD RIJCOSX def2/J DEFGRID3
* xyz -1 1
C 0.729 0.974 0.806
C -0.239 0.103 -0.007
S -0.923 -1.363 0.836
N 1.780 0.194 1.460
H 0.147 1.536 1.543
H 1.073 1.728 0.079
H 0.322 -0.217 -0.878
H -1.060 0.671 -0.446
H 2.449 -0.104 0.765
H 1.270 -0.602 1.828
H -1.406 -0.453 -2.339
H -2.006 -1.401 -1.370
O -2.139 -1.067 -2.276
*
```

And the Löwdin charges, in e, turn out to be: -0.405, -0.781, 0.187, -0.044, 0.084, 0.090, 0.025, 0.030, 0.042, -0.020, -0.011, -0.070, -0.128

Stability, highest: entry C

Entry A
The following is a DFT calculation (wB97M-V/def2-TZVPD) of C3H5N3S2 as an isolated structure.

Kohn-Sham gap (eV): 8.23
HOMO energy (eV): -8.52
LUMO level (eV): -0.29
Molecular weight (g mol⁻¹): 147.2

ORCA input file:
```
! wB97M-V def2-TZVPD RIJCOSX def2/J DEFGRID3
* xyz 0 1
C 1.712 -1.384 0.899
C -1.657 -1.410 0.043
C 0.410 0.366 -0.101
H 1.571 -2.660 0.212
H 1.158 -1.472 2.456
H 2.825 -0.763 0.432
H -2.610 -1.967 0.259
H -3.003 -0.013 -0.893
N 0.526 -0.920 0.317
N -0.656 -1.658 0.721
N -2.132 -0.258 -0.651
S -0.981 1.273 -0.640
S 1.800 1.307 0.001
*
```

And the Löwdin charges, in e, turn out to be: -0.182, -0.283, -1.127, 0.166, 0.210, 0.105, 0.138, 0.005, -0.391, 0.072, -0.188, 0.906, 0.569

Entry B
The following is a DFT calculation (wB97M-V/def2-TZVPD) of the molecule C3H5N3S2.

Kohn-Sham gap (eV): 8.72
HOMO energy (eV): -8.61
SMILES: [H]/N=C/N(S)/C=N\C=S
LUMO level (eV): 0.11
Molecular weight (g mol⁻¹): 147.2

ORCA input file:
```
! wB97M-V def2-TZVPD RIJCOSX def2/J DEFGRID3
* xyz 0 1
C -0.791 0.449 0.789
C 0.564 -0.105 -1.223
C 2.206 -0.983 0.367
H -2.641 0.848 -1.416
H -0.088 -0.114 1.466
H -2.184 0.517 2.094
H 0.303 -0.193 -2.293
H 3.047 -0.406 0.642
N -0.406 0.623 -0.508
N -1.973 0.809 1.165
N 1.604 -0.611 -0.723
S -1.409 1.521 -1.601
S 1.769 -2.354 1.242
*
```

And the Löwdin charges, in e, turn out to be: -0.314, -0.210, -0.718, -0.078, 0.112, 0.033, 0.111, 0.049, -0.434, 0.076, 0.029, 0.801, 0.543

Stability, highest: entry B